{"formula": "C4H36N2O12", "method": "wB97M-V/def2-TZVPD", "species": ["C", "C", "C", "N", "C", "N", "H", "H", "H", "H", "H", "H", "H", "H", "H", "H", "H", "H", "H", "H", "O", "H", "H", "O", "H", "H", "O", "H", "H", "O", "H", "H", "O", "H", "H", "O", "H", "H", "O", "H", "H", "O", "H", "H", "O", "H", "H", "O", "H", "H", "O", "H", "H", "O"], "positions_angstrom": [[-1.282, -0.541, -1.519], [-0.300, -1.234, -2.494], [0.968, -1.832, -1.775], [0.936, -1.741, -0.310], [-0.861, 0.935, -1.063], [-0.605, 1.037, 0.392], [-1.568, -1.069, -0.614], [-2.270, -0.398, -1.969], [-0.092, -0.598, -3.333], [-0.795, -2.105, -2.943], [1.754, -1.126, -2.084], [1.269, -2.813, -2.129], [0.394, -0.957, 0.020], [0.273, -2.495, -0.110], [0.005, 1.196, -1.665], [-1.715, 1.591, -1.106], [-0.402, 0.292, 1.037], [0.131, 1.710, 0.581], [-0.869, 5.000, 0.647], [-1.940, 3.987, -0.009], [-1.584, 4.876, 0.026], [3.102, 0.393, 1.193], [3.295, -0.607, 0.122], [3.627, 0.256, 0.393], [-0.376, 1.111, -3.284], [-0.673, 0.731, -4.821], [-0.730, 1.396, -4.137], [-4.256, 1.177, -2.731], [-3.195, 1.471, -1.710], [-4.026, 1.823, -2.056], [1.632, 3.426, -1.444], [2.765, 2.647, -2.019], [1.862, 2.526, -1.712], [0.192, -1.928, 4.456], [0.889, -1.091, 3.405], [0.946, -1.357, 4.326], [-1.168, -1.942, 2.735], [-1.832, -0.516, 2.736], [-1.481, -1.220, 3.284], [3.934, -2.836, 0.466], [2.430, -3.196, 0.434], [3.297, -3.515, 0.703], [-3.876, -1.403, 1.470], [-3.494, 0.108, 1.351], [-3.204, -0.789, 1.160], [2.458, 3.002, 1.976], [2.499, 2.701, 0.502], [1.987, 3.193, 1.162], [-0.341, -4.038, 1.799], [-1.272, -4.815, 0.902], [-1.203, -3.976, 1.369], [1.072, 1.471, 2.334], [1.971, 1.267, 3.432], [1.723, 0.812, 2.621]], "nbo_charge": [-0.444, -0.431, -0.231, -0.865, -0.223, -0.897, 0.238, 0.213, 0.200, 0.209, 0.183, 0.205, 0.367, 0.355, 0.199, 0.176, 0.361, 0.373, 0.479, 0.480, -0.958, 0.488, 0.471, -0.967, 0.474, 0.472, -0.945, 0.468, 0.456, -0.927, 0.480, 0.479, -0.949, 0.469, 0.475, -0.947, 0.472, 0.490, -0.965, 0.468, 0.482, -0.957, 0.487, 0.483, -0.960, 0.469, 0.498, -0.966, 0.475, 0.480, -0.952, 0.480, 0.480, -0.952], "lumo_ev": 0.0, "relative_energy_kcal_mol": 48.5, "fmax_ha_per_bohr": 0.0677}